a.
Formula: C14H16O2
Source: the Open Molecules 2025 dataset
Level of theory: the ωB97M-V functional and the def2-TZVPD basis

Results
- orbital gap (eV) = 8.96
- LUMO energy (eV) = 0.7
- total charge = 0
- multiplicity = 1
- structure (SMILES) = Cc1ccc(O)cc1.Cc1ccc(O)cc1

```
32
Properties=species:S:1:pos:R:3:nbo_charge:R:1
C -0.2109 4.3585 2.2473 -0.630
C -0.6922 3.5982 1.1166 -0.099
C -2.0647 3.4477 0.7772 -0.177
C -2.4858 2.6054 -0.2843 -0.295
C -1.4493 1.7848 -0.8595 0.307
O -1.7671 0.6789 -1.6951 -0.708
C -0.1306 1.8889 -0.6181 -0.283
C 0.1814 2.9098 0.3140 -0.147
H 0.3581 3.5278 2.8881 0.211
H -0.8933 4.7556 2.8947 0.220
H 0.6967 4.9840 2.2963 0.239
H -2.8244 3.5405 1.6001 0.210
H -3.5577 2.5833 -0.3436 0.227
H -2.7566 0.4458 -1.7041 0.482
H 0.6071 1.2041 -1.0990 0.245
H 1.3400 3.1164 0.5272 0.197
C -1.1894 -3.8839 0.0426 -0.633
C 0.0912 -3.2998 -0.4594 -0.029
C 1.1150 -3.3480 0.6054 -0.183
C 2.3560 -2.9083 0.3332 -0.255
C 2.5670 -2.1237 -0.9309 0.282
O 3.9495 -1.9458 -1.2102 -0.704
C 1.5334 -1.9301 -1.8282 -0.268
C 0.3099 -2.4313 -1.5583 -0.208
H -1.1519 -4.2057 1.0918 0.221
H -1.2821 -4.8580 -0.5050 0.219
H -2.1075 -3.2626 -0.1257 0.218
H 1.0032 -3.9318 1.7512 0.212
H 3.2130 -2.9925 0.8661 0.217
H 4.1211 -0.9483 -1.2825 0.477
H 1.5728 -1.0796 -2.5903 0.217
H -0.4518 -2.2804 -2.2579 0.217
```



b.
Formula: C14H16O2
Source: the Open Molecules 2025 dataset
Level of theory: the ωB97M-V functional and the def2-TZVPD basis

Results
- orbital gap (eV) = 8.89
- LUMO energy (eV) = 0.6
- total charge = 0
- multiplicity = 1
- structure (SMILES) = Cc1ccc(O)cc1.Cc1ccc(O)cc1

```
32
Properties=species:S:1:pos:R:3:nbo_charge:R:1
C 2.9539 3.7250 -1.7402 -0.626
C 1.9764 2.6116 -2.0409 -0.048
C 1.2685 1.9534 -1.0425 -0.180
C 0.3952 0.9340 -1.4038 -0.294
C 0.2422 0.5499 -2.7178 0.368
O -0.6027 -0.4933 -2.9530 -0.703
C 0.9041 1.2404 -3.7273 -0.305
C 1.7642 2.2667 -3.3736 -0.192
H 3.9275 3.4849 -2.1394 0.216
H 3.0659 4.0147 -0.6959 0.216
H 2.6169 4.6204 -2.2754 0.215
H 1.5116 2.2542 -0.0373 0.214
H -0.1287 0.3985 -0.6286 0.216
H -0.6056 -0.8483 -3.8533 0.485
H 0.6777 1.0319 -4.7630 0.208
H 2.2625 2.7986 -4.1788 0.209
C -3.0264 -0.5642 3.5811 -0.625
C -1.7698 -1.1980 2.9957 -0.028
C -1.1816 -0.7937 1.8084 -0.203
C -0.4472 -1.6854 1.0330 -0.289
C -0.2030 -2.9686 1.4776 0.298
O 0.5250 -3.8579 0.7418 -0.679
C -0.7956 -3.4000 2.6593 -0.259
C -1.4780 -2.4958 3.4483 -0.191
H -3.7521 -1.3485 3.7447 0.218
H -3.4225 0.1461 2.8555 0.214
H -2.8200 -0.0879 4.5347 0.216
H -1.4740 0.2105 1.5149 0.210
H -0.2507 -1.5079 -0.0136 0.212
H 0.4250 -3.6905 -0.2027 0.480
H -0.6895 -4.4195 3.0077 0.221
H -1.8692 -2.8814 4.3846 0.206
```



c.
Formula: C14H16O2
Source: the Open Molecules 2025 dataset
Level of theory: the ωB97M-V functional and the def2-TZVPD basis

Results
- orbital gap (eV) = 9.07
- LUMO energy (eV) = 0.8
- total charge = 0
- multiplicity = 1
- structure (SMILES) = Cc1ccc(O)cc1.Cc1ccc(O)cc1

```
32
Properties=species:S:1:pos:R:3:nbo_charge:R:1
C 1.3868 2.5245 1.4800 -0.648
C 1.9725 1.4568 0.6324 -0.034
C 1.1838 0.5436 -0.1121 -0.189
C 1.6973 -0.4708 -0.8598 -0.252
C 3.0937 -0.5928 -0.9512 0.278
O 3.5475 -1.3591 -2.0096 -0.695
C 3.8994 0.2842 -0.2773 -0.276
C 3.3420 1.1854 0.6285 -0.196
H 0.3685 2.8184 1.2400 0.234
H 1.9877 3.4242 1.2408 0.218
H 1.7274 2.4821 2.5176 0.227
H 0.1204 0.8167 -0.2059 0.213
H 1.0666 -1.0819 -1.4891 0.221
H 4.2730 -1.9265 -1.7537 0.478
H 4.9660 0.2578 -0.4666 0.215
H 3.9004 1.6981 1.4043 0.204
C -1.9340 -2.2075 -2.0062 -0.629
C -2.3822 -1.4258 -0.8205 -0.062
C -3.0137 -0.2063 -1.0091 -0.189
C -3.1020 0.7320 -0.0285 -0.249
C -2.7890 0.2941 1.2942 0.293
O -2.9086 1.4165 2.1132 -0.707
C -2.1064 -0.8564 1.5571 -0.296
C -1.9610 -1.7470 0.4778 -0.177
H -2.0359 -3.2927 -1.8909 0.217
H -0.8145 -2.2429 -2.0101 0.220
H -2.3799 -1.9229 -2.9422 0.223
H -3.4575 0.1164 -1.9561 0.209
H -3.5577 1.7157 -0.0276 0.232
H -2.8911 1.2999 3.0600 0.483
H -1.6283 -0.9899 2.5204 0.223
H -1.5712 -2.7436 0.6501 0.211
```



Which structure is most stable? b, by 0.0308 hartree over the runner-up.